Formula: C33H31N9O6S2Sm
Source: the Open Molecules 2025 dataset
Level of theory: the ωB97M-V functional and the def2-TZVPD basis

Results
M	864.162	g/mol
relative energy (zero: lowest compared OMol25 entry of this formula, charge and spin)	0.0	kcal/mol
charge	+1
2S+1	6
expectation value of S²	8.7576
total energy	-3674.68696	hartree
gap between HOMO and LUMO (alpha / beta)	4.4 / 4.4	eV

Positions of all 82 atoms, in Å:
1 Sm 0.028 -1.196 0.537
2 N -0.319 -1.457 4.026
3 C 0.874 -1.986 3.747
4 N 1.575 -2.480 4.761
5 C 2.759 -3.001 4.455
6 N 3.482 -3.550 5.424
7 N 3.311 -3.003 3.208
8 C 2.549 -2.483 2.282
9 N 1.311 -1.978 2.456
10 C 3.133 -2.428 0.898
11 C 4.358 -3.013 0.630
12 C 4.871 -2.895 -0.655
13 C 4.154 -2.202 -1.618
14 C 2.924 -1.664 -1.270
15 N 2.420 -1.781 -0.038
16 H -0.633 -1.519 4.981
17 H -0.972 -1.122 3.329
18 H 3.116 -3.586 6.360
19 H 4.379 -3.952 5.215
20 H 4.890 -3.532 1.411
21 H 5.827 -3.340 -0.896
22 H 4.524 -2.080 -2.625
23 H 2.320 -1.128 -1.993
24 O 0.102 1.041 0.469
25 S 0.227 2.522 0.104
26 C 1.947 2.973 0.413
27 C 2.419 2.656 1.794
28 C 2.426 3.620 2.799
29 C 2.863 3.299 4.075
30 C 3.315 2.018 4.354
31 C 3.343 1.061 3.349
32 C 2.895 1.378 2.076
33 C -0.633 3.380 1.445
34 C -1.842 2.586 1.854
35 C -1.829 1.915 3.072
36 C -2.964 1.246 3.506
37 C -4.101 1.223 2.713
38 C -4.108 1.872 1.488
39 C -2.983 2.562 1.060
40 H 1.990 4.037 0.167
41 H 2.511 2.446 -0.360
42 H 2.105 4.631 2.579
43 H 2.873 4.056 4.847
44 H 3.674 1.776 5.345
45 H 3.749 0.079 3.554
46 H 2.973 0.652 1.273
47 H -0.892 4.355 1.029
48 H 0.060 3.511 2.273
49 H -0.944 1.955 3.697
50 H -2.970 0.767 4.477
51 H -4.990 0.712 3.059
52 H -5.001 1.873 0.876
53 H -3.008 3.105 0.122
54 C -3.831 -2.213 0.528
55 C -2.389 -2.004 0.826
56 O -1.506 -2.841 0.476
57 O -1.991 -0.935 1.415
58 H -4.254 -2.829 1.325
59 H -3.952 -2.757 -0.405
60 H -4.358 -1.263 0.509
61 O -4.114 3.064 -5.408
62 S -3.712 2.992 -6.801
63 O -2.570 3.815 -7.149
64 O -4.786 2.954 -7.762
65 C -2.979 1.341 -6.917
66 N -2.859 0.746 -8.107
67 C -2.239 -0.420 -8.134
68 C -1.701 -1.032 -6.999
69 C -1.883 -0.326 -5.824
70 N -2.520 0.835 -5.788
71 C -1.378 -0.734 -4.483
72 C -1.690 0.104 -3.411
73 C -1.194 -0.199 -2.168
74 N -0.418 -1.267 -1.911
75 C -0.153 -2.094 -2.935
76 C -0.610 -1.867 -4.220
77 H -2.156 -0.901 -9.103
78 H -1.194 -1.983 -7.062
79 H -2.303 0.977 -3.595
80 H -1.432 0.448 -1.325
81 H 0.442 -2.971 -2.708
82 H -0.355 -2.569 -5.000

=====

Formula: C4H3NO3
Source: the Open Molecules 2025 dataset
Level of theory: the ωB97M-V functional and the def2-TZVPD basis

Results
M	113.072	g/mol
relative energy (zero: lowest compared OMol25 entry of this formula, charge and spin)	79.2	kcal/mol
charge	0
SMILES	N#C[C@@H]1O[C@@H]1C(=O)O
total energy	-434.60119	hartree
gap between HOMO and LUMO	11.4	eV

Positions of all 11 atoms, in Å:
1 N -1.464 2.012 -0.663
2 C -1.025 1.292 0.261
3 C -0.787 0.122 1.157
4 O 0.395 -0.062 1.700
5 C 0.094 -0.948 0.668
6 C 0.600 -0.738 -0.754
7 O 0.256 -1.544 -1.613
8 O 1.502 0.248 -0.853
9 H -1.823 -0.177 1.621
10 H -0.182 -1.988 1.050
11 H 1.748 0.573 0.110

=====

Formula: C5H14
Source: the Open Molecules 2025 dataset
Level of theory: the ωB97M-V functional and the def2-TZVPD basis

Results
M	74.167	g/mol
relative energy (zero: lowest compared OMol25 entry of this formula, charge and spin)	22.0	kcal/mol
charge	0
SMILES	CCC.CC
total energy	-198.85411	hartree
gap between HOMO and LUMO	11.9	eV

Positions of all 19 atoms, in Å:
1 C 1.754 -0.535 -0.208
2 C 1.718 0.977 -0.189
3 C 1.336 1.629 1.155
4 H 1.090 -1.030 0.466
5 H 2.761 -0.975 -0.217
6 H 1.476 -0.817 -1.242
7 H 2.555 1.518 -0.626
8 H 0.916 1.261 -0.903
9 H 0.973 0.990 1.986
10 H 2.115 2.256 1.564
11 H 0.464 2.264 0.977
12 C -2.836 -1.068 -0.060
13 C -1.424 -0.802 -0.689
14 H -3.568 -0.255 -0.213
15 H -3.293 -1.984 -0.348
16 H -2.679 -0.987 1.029
17 H -1.191 -1.777 -1.139
18 H -0.809 -0.580 0.158
19 H -1.357 -0.086 -1.501

=====

Formula: C15H52O11
Source: the Open Molecules 2025 dataset
Level of theory: the ωB97M-V functional and the def2-TZVPD basis

Results
M	408.570	g/mol
relative energy (zero: lowest compared OMol25 entry of this formula, charge and spin)	399.7	kcal/mol
charge	0
total energy	-1429.69161	hartree
gap between HOMO and LUMO	9.3	eV

Positions of all 78 atoms, in Å:
1 O 0.245 -0.703 -3.191
2 H -0.359 0.033 -3.093
3 H -0.283 -1.396 -3.587
4 O 1.287 2.181 0.089
5 H 1.376 2.206 1.042
6 H 0.469 1.708 -0.063
7 O -2.082 -1.683 -2.263
8 H -2.535 -0.839 -2.259
9 H -1.216 -1.492 -1.903
10 O -2.315 1.727 -0.670
11 H -2.983 1.873 0.000
12 H -1.583 1.331 -0.196
13 O -2.812 0.399 -2.290
14 H -2.649 0.852 -1.462
15 H -2.171 0.770 -2.896
16 O -2.858 -1.015 3.666
17 H -2.031 -0.628 3.954
18 H -3.051 -1.685 4.322
19 C -2.129 3.794 3.128
20 C -1.630 2.484 2.536
21 C -2.291 1.219 3.164
22 O -2.007 2.517 1.164
23 H -1.978 4.609 2.420
24 H -1.634 4.119 4.043
25 H -3.216 3.765 3.203
26 H -0.549 2.437 2.671
27 H -1.957 0.292 2.698
28 H -3.355 1.358 2.969
29 H -2.215 1.311 4.247
30 H -1.434 3.169 0.754
31 C 2.449 -1.986 0.056
32 C 3.509 -0.900 -0.109
33 C 2.954 0.446 -0.583
34 O 4.071 -0.617 1.179
35 H 2.886 -2.963 0.261
36 H 2.009 -2.061 -0.938
37 H 1.615 -1.720 0.706
38 H 4.302 -1.191 -0.798
39 H 2.825 0.348 -1.661
40 H 3.628 1.269 -0.347
41 H 1.908 0.562 -0.299
42 H 4.727 0.067 1.030
43 C 0.378 -3.780 -0.322
44 C 0.814 -4.166 1.052
45 C -0.388 -4.812 1.849
46 O 1.714 -5.266 0.904
47 H 1.190 -3.299 -0.868
48 H -0.327 -2.964 -0.163
49 H -0.020 -4.632 -0.872
50 H 1.281 -3.329 1.571
51 H -0.738 -5.762 1.446
52 H -1.250 -4.178 1.645
53 H -0.186 -4.802 2.921
54 H 1.684 -5.815 1.690
55 C -1.286 -1.012 1.444
56 C -0.293 -0.107 0.692
57 C -0.217 -0.466 -0.790
58 O -0.801 1.208 0.675
59 H -1.131 -2.082 1.311
60 H -2.294 -0.769 1.108
61 H -1.276 -0.854 2.523
62 H 0.709 -0.002 1.108
63 H 0.467 0.209 -1.304
64 H -1.140 -0.490 -1.368
65 H 0.231 -1.446 -0.953
66 H -1.165 1.542 1.498
67 C 1.668 3.853 -3.057
68 C 1.487 2.369 -3.483
69 C 1.434 1.366 -2.404
70 O 0.294 2.338 -4.260
71 H 2.624 4.079 -2.585
72 H 0.919 4.269 -2.384
73 H 1.591 4.422 -3.983
74 H 2.332 2.250 -4.162
75 H 0.620 1.478 -1.688
76 H 2.330 1.558 -1.814
77 H 1.506 0.294 -2.588
78 H 0.298 2.830 -5.084

=====

Formula: C32H52N4O8
Source: the Open Molecules 2025 dataset
Level of theory: the ωB97M-V functional and the def2-TZVPD basis

Results
M	620.788	g/mol
relative energy (zero: lowest compared OMol25 entry of this formula, charge and spin)	37.6	kcal/mol
charge	0
SMILES	O=C1CCCO1.O=C1CCCO1.O=C1CCCO1.O=C1CCCO1.CCCC#N.CCCC#N.CCCC#N.CCCC#N
total energy	-2071.45043	hartree
gap between HOMO and LUMO	10.9	eV

Positions of all 96 atoms, in Å:
1 O 1.016 2.251 -0.515
2 C 0.395 3.275 -0.514
3 C 0.957 4.679 -0.575
4 C -0.257 5.571 -0.710
5 C -1.387 4.724 -0.104
6 O -0.926 3.342 -0.377
7 H 1.511 4.758 0.355
8 H 1.769 4.775 -1.303
9 H -0.262 6.612 -0.264
10 H -0.505 5.766 -1.754
11 H -1.391 4.806 1.002
12 H -2.375 4.909 -0.590
13 O 1.480 4.666 -3.586
14 C 0.877 3.624 -3.672
15 C 1.311 2.192 -3.911
16 C 0.089 1.554 -4.478
17 C -1.004 2.253 -3.697
18 O -0.474 3.594 -3.604
19 H 2.145 2.110 -4.630
20 H 1.737 1.801 -2.990
21 H -0.041 1.950 -5.490
22 H 0.030 0.471 -4.540
23 H -1.972 2.279 -4.188
24 H -1.104 1.861 -2.681
25 O 4.058 -0.458 -4.276
26 C 3.821 -1.640 -4.356
27 C 4.688 -2.717 -4.906
28 C 4.095 -3.971 -4.211
29 C 2.601 -3.573 -4.186
30 O 2.646 -2.138 -3.934
31 H 4.599 -2.728 -5.951
32 H 5.734 -2.501 -4.586
33 H 4.334 -4.871 -4.760
34 H 4.542 -4.050 -3.231
35 H 2.216 -3.808 -5.204
36 H 2.004 -4.098 -3.429
37 O -3.818 4.867 2.227
38 C -4.672 4.806 3.005
39 C -5.998 5.488 3.010
40 C -6.574 5.414 4.474
41 C -5.723 4.187 5.013
42 O -4.517 4.228 4.211
43 H -5.723 6.465 2.665
44 H -6.707 5.056 2.337
45 H -6.247 6.294 4.963
46 H -7.648 5.387 4.544
47 H -5.327 4.268 6.071
48 H -6.173 3.204 4.858
49 C 0.128 -6.203 1.156
50 C 1.595 -5.933 1.437
51 C 2.021 -4.507 1.057
52 C 1.330 -3.430 1.723
53 N 0.842 -2.795 2.538
54 H -0.210 -6.012 0.145
55 H -0.499 -5.565 1.789
56 H -0.099 -7.245 1.508
57 H 2.287 -6.712 1.030
58 H 1.792 -5.948 2.532
59 H 1.795 -4.477 -0.025
60 H 3.093 -4.312 1.103
61 C -3.773 -3.097 2.697
62 C -2.244 -3.374 2.831
63 C -1.939 -3.412 4.362
64 C -2.224 -4.736 4.938
65 N -2.378 -5.773 5.403
66 H -3.970 -2.084 3.039
67 H -4.232 -3.768 3.405
68 H -4.263 -3.250 1.730
69 H -1.650 -2.653 2.295
70 H -1.981 -4.359 2.439
71 H -2.537 -2.661 4.915
72 H -0.915 -3.173 4.575
73 C -2.376 0.112 0.925
74 C -0.872 -0.037 0.949
75 C -0.209 -0.485 -0.370
76 C -0.615 -1.799 -0.813
77 N -0.957 -2.879 -1.128
78 H -2.873 -0.862 0.733
79 H -2.800 0.826 0.198
80 H -2.718 0.481 1.945
81 H -0.571 -0.638 1.840
82 H -0.508 0.995 1.115
83 H 0.846 -0.615 -0.128
84 H -0.395 0.183 -1.225
85 C 5.047 0.616 0.931
86 C 5.057 0.911 -0.568
87 C 3.827 0.249 -1.269
88 C 3.693 -1.222 -1.106
89 N 3.776 -2.376 -1.133
90 H 4.974 -0.477 1.177
91 H 4.192 1.104 1.395
92 H 5.954 0.882 1.426
93 H 5.940 0.493 -1.009
94 H 4.973 1.951 -0.779
95 H 3.916 0.429 -2.323
96 H 2.901 0.699 -0.937

=====

Formula: C9H14
Source: the Open Molecules 2025 dataset
Level of theory: the ωB97M-V functional and the def2-TZVPD basis

Results
M	122.211	g/mol
relative energy (zero: lowest compared OMol25 entry of this formula, charge and spin)	11.3	kcal/mol
charge	0
SMILES	Cc1ccccc1.CC
total energy	-351.31224	hartree
gap between HOMO and LUMO	10.0	eV

Positions of all 23 atoms, in Å:
1 C 2.516 2.099 0.256
2 C 1.031 1.890 0.123
3 C 0.100 2.907 0.288
4 C -1.257 2.629 0.387
5 C -1.738 1.360 0.101
6 C -0.825 0.344 -0.121
7 C 0.536 0.596 -0.059
8 H 2.743 2.784 1.053
9 H 2.941 2.447 -0.688
10 H 2.997 1.155 0.512
11 H 0.382 3.948 0.148
12 H -1.962 3.414 0.632
13 H -2.808 1.209 0.075
14 H -1.084 -0.706 -0.205
15 H 1.273 -0.195 -0.105
16 C -1.355 -3.139 -0.393
17 C 0.146 -3.269 -0.146
18 H -1.774 -4.137 -0.535
19 H -1.972 -2.713 0.396
20 H -1.546 -2.612 -1.329
21 H 0.603 -2.476 0.441
22 H 0.376 -4.251 0.269
23 H 0.677 -3.284 -1.098

=====

Formula: C4H15N2O
Source: the Open Molecules 2025 dataset
Level of theory: the ωB97M-V functional and the def2-TZVPD basis

Results
M	107.177	g/mol
relative energy (zero: lowest compared OMol25 entry of this formula, charge and spin)	19.9	kcal/mol
charge	+1
total energy	-345.91394	hartree
gap between HOMO and LUMO	11.2	eV

Positions of all 22 atoms, in Å:
1 C -0.393 2.050 -0.510
2 C 0.000 0.601 -0.455
3 C 1.389 0.426 0.276
4 C 2.056 -0.954 0.330
5 N 1.167 -1.770 1.235
6 N -0.945 -0.147 0.459
7 H -0.610 2.297 0.500
8 H -1.331 2.275 -1.090
9 H 0.437 2.754 -0.814
10 H -0.010 0.098 -1.412
11 H 2.087 1.048 -0.152
12 H 1.263 0.759 1.327
13 H 3.069 -0.851 0.730
14 H 2.131 -1.536 -0.689
15 H 1.389 -1.575 2.165
16 H 1.381 -2.774 1.060
17 H -1.776 -0.519 -0.104
18 H -1.290 0.407 1.229
19 H -0.285 -0.860 0.850
20 H -2.672 -0.792 -2.156
21 H -3.993 -0.287 -1.538
22 O -3.062 -0.650 -1.238

=====

Formula: C15H30BrN5O5PTi
Source: the Open Molecules 2025 dataset
Level of theory: the ωB97M-V functional and the def2-TZVPD basis

Results
M	519.180	g/mol
relative energy (zero: lowest compared OMol25 entry of this formula, charge and spin)	1.5	kcal/mol
charge	+3
2S+1	3
expectation value of S²	2.0028
total energy	-5003.66872	hartree
gap between HOMO and LUMO (alpha / beta)	7.1 / 9.7	eV

Positions of all 58 atoms, in Å:
1 Ti 0.450 0.013 0.415
2 C -1.557 -4.922 1.468
3 N -0.914 -3.697 1.947
4 C -0.448 -3.737 3.336
5 C -0.774 -2.612 1.220
6 O -0.232 -1.562 1.643
7 C -1.270 -2.571 -0.223
8 O -1.121 -1.232 -0.721
9 C -2.333 -0.532 -0.993
10 C -2.480 0.701 -0.110
11 O -1.446 1.188 0.433
12 N -3.678 1.226 0.029
13 C -3.911 2.348 0.945
14 C -4.877 0.702 -0.644
15 H -0.888 -5.761 1.650
16 H -1.762 -4.874 0.403
17 H -2.489 -5.083 2.009
18 H 0.240 -4.572 3.452
19 H -1.304 -3.883 3.994
20 H 0.050 -2.805 3.578
21 H -2.309 -2.888 -0.303
22 H -0.667 -3.225 -0.856
23 H -3.185 -1.198 -0.874
24 H -2.307 -0.205 -2.037
25 H -3.074 2.447 1.628
26 H -4.810 2.141 1.521
27 H -4.069 3.267 0.379
28 H -4.638 0.315 -1.630
29 H -5.572 1.528 -0.774
30 H -5.350 -0.065 -0.032
31 N -0.393 3.817 -0.069
32 C -0.009 3.546 -1.496
33 P 1.248 2.194 -1.424
34 O 1.826 2.300 -0.051
35 O 0.683 0.839 -1.767
36 C 2.437 2.603 -2.771
37 N 3.097 1.323 -3.204
38 H -0.935 4.677 0.025
39 H 0.465 3.875 0.498
40 H -0.935 3.009 0.307
41 H 0.398 4.465 -1.917
42 H -0.905 3.270 -2.050
43 H 3.211 3.298 -2.448
44 H 1.927 3.012 -3.644
45 H 3.731 0.967 -2.482
46 H 3.638 1.448 -4.065
47 H 2.377 0.604 -3.353
48 Br 1.824 0.717 2.825
49 C 3.072 -0.019 1.599
50 C 4.428 0.112 1.853
51 C 5.296 -0.461 0.941
52 C 4.776 -1.126 -0.171
53 C 3.407 -1.182 -0.329
54 N 2.548 -0.632 0.550
55 H 4.772 0.629 2.737
56 H 6.365 -0.405 1.099
57 H 5.421 -1.618 -0.885
58 H 2.960 -1.713 -1.162